17
Properties=species:S:1:pos:R:3:forces:R:3 method="wB97M-V/def2-TZVPD" e_tot_ev=-12255.285 e_homo_ha=-0.357 orbital_gap_ev=10.625 de_lowest_kcal_mol=2.2 total_charge=0
C 1.6360 -0.2006 0.5577 -0.52 -1.03 0.42
C 0.1955 0.2663 0.7418 0.13 -0.24 -0.42
C -0.7501 0.3286 -0.2071 -0.18 -0.05 -0.41
C -0.5158 0.0873 -1.7054 -0.34 0.02 0.33
C -0.0554 0.7249 2.1581 -1.23 -0.38 -0.31
H 1.9312 -0.2933 -0.4767 -0.12 -0.20 -0.26
H 1.8414 -1.2068 1.0752 -0.35 1.60 -0.59
H 2.2710 0.5689 0.9554 0.61 0.16 0.51
H -1.8092 0.5609 0.0337 0.96 0.08 0.04
H 0.5960 -0.0035 -1.8823 -1.22 -0.19 -0.18
H -0.8882 0.9881 -2.2343 0.40 -0.35 0.24
H -1.1252 -1.8399 -1.5713 -0.38 0.19 -0.46
H -1.2535 -1.2994 -3.1024 0.20 0.02 -0.56
H 0.7183 1.4268 2.5011 -0.43 0.07 0.01
N -1.4117 -1.0396 -2.1489 1.20 0.27 1.59
F -0.0557 -0.3369 3.0222 0.32 -0.07 0.03
F -1.3246 1.2681 2.2833 0.96 0.09 0.00



18
Properties=species:S:1:pos:R:3:forces:R:3 method="wB97M-V/def2-TZVPD" e_tot_ev=-20134.665 e_homo_ha=-0.338 orbital_gap_ev=9.144 de_lowest_kcal_mol=63.3 total_charge=0
C -1.6881 0.6299 0.3257 0.28 -0.43 1.52
C 1.0132 -2.2981 -0.0868 4.37 -0.40 -0.90
C -1.0053 2.9300 0.1331 -3.73 -1.01 0.89
C 1.0929 -1.3269 1.0469 -1.55 0.26 1.73
C -0.9163 1.6264 0.9678 2.74 -0.17 -4.24
N -2.1951 -0.2780 -0.1522 -0.72 -0.81 -0.74
F 1.2688 0.4115 -1.2459 -0.69 -0.35 0.81
F 2.6825 1.1732 0.5271 -1.30 -0.63 0.80
Si 1.2578 0.3667 0.3773 -0.21 2.77 -0.96
H 1.7654 -2.0140 -0.8850 -0.36 -0.51 0.86
H 1.3445 -3.2668 0.2808 -0.47 -0.27 -0.28
H 0.1691 -2.3147 -0.6624 -2.73 -0.17 -0.76
H -1.8634 3.6312 0.5975 1.72 -1.57 -1.41
H -0.1181 3.4056 0.2497 2.57 1.86 0.00
H -1.1771 2.6171 -0.9339 0.01 0.83 1.08
H 1.7655 -1.6893 1.8793 -0.65 0.82 -0.98
H 0.0351 -1.2545 1.4447 1.06 -0.18 0.21
H -0.8141 1.6916 1.9852 -0.34 -0.04 2.35



19
Properties=species:S:1:pos:R:3:forces:R:3 method="wB97M-V/def2-TZVPD" e_tot_ev=-72065.784 e_homo_ha=-0.173 orbital_gap_ev=7.755 total_charge=-1
C 2.4828 -1.3350 0.2138 -0.60 0.06 -0.33
C 1.3850 -1.5710 -0.5348 0.78 0.11 -0.87
Ga 0.4866 -0.0106 -1.4184 0.65 -0.37 -0.58
F 1.5613 1.4403 -1.2004 -0.19 -0.11 -0.09
I 0.1210 -0.5801 -3.9564 -0.05 0.10 0.03
N -1.2106 0.4396 -0.6473 0.44 -0.14 0.42
C -1.8864 -0.7077 -0.0369 -0.18 0.41 -0.39
C -1.1604 1.5591 0.2063 -0.59 0.69 -0.44
C -0.3089 1.5231 1.4617 -0.24 0.45 0.21
O -1.7683 2.5833 -0.0606 0.37 -0.50 0.16
H 3.2282 -0.6659 -0.2004 -0.33 1.11 0.86
H 2.6292 -1.7327 1.2151 0.72 -1.05 -0.41
H 1.0167 -2.5915 -0.6374 -1.01 0.14 1.27
H -1.8367 -1.5449 -0.7296 0.12 -0.18 0.04
H -1.4901 -1.0116 0.9375 0.05 -0.13 0.06
H -2.9476 -0.4671 0.0640 -0.12 -0.08 0.21
H -0.5412 0.6911 2.1217 0.14 -0.28 -0.13
H 0.7443 1.5406 1.1943 0.12 -0.34 -0.14
H -0.5050 2.4411 2.0078 -0.07 0.09 0.10